{
  "formula": "C4H9NO",
  "method": "ωB97M-V/def2-TZVPD",
  "elements": ["C", "O", "N", "C", "H", "C", "H", "H", "H", "H", "H", "H", "H", "H", "C"],
  "coordinates": [[-0.909, -0.142, -1.553], [1.843, -0.045, 2.087], [0.729, 1.077, -0.212], [-0.316, 0.343, -0.262], [-1.709, 0.927, 1.208], [1.853, -0.440, 0.948], [2.645, -0.227, 0.207], [-1.519, 0.694, -1.911], [-1.558, -1.013, -1.436], [1.109, -1.170, 0.554], [-0.141, -0.352, -2.305], [-0.406, -0.058, 1.869], [-1.722, -0.824, 0.920], [1.179, 1.173, -1.124], [-1.077, 0.058, 1.010]],
  "nbo_charge": [-0.695, -0.562, -0.644, 0.359, 0.243, 0.292, 0.118, 0.242, 0.224, 0.090, 0.224, 0.266, 0.213, 0.336, -0.705],
  "lumo_energy_ev": 0.79,
  "relative_energy_kj_mol": 238.2,
  "smiles": "CC(C)=N.C=O",
  "e_tot_ha": -287.7417,
  "spin_multiplicity": 1
}